{
  "formula": "C32H35ClFIrN4O5S",
  "method": "ωB97M-V/def2-TZVPD",
  "multiplicity": 2,
  "de_lowest_ev": 0.000,
  "s_squared": 0.754,
  "lumo_ev": [-3.30, -3.30],
  "homo_energy_ev": [-9.3, -9.3],
  "total_charge": 1,
  "total_energy_ev": -78856.91622,
  "symbols": ["Ir", "O", "N", "C", "C", "C", "C", "C", "S", "H", "H", "H", "H", "F", "C", "C", "C", "C", "O", "C", "C", "N", "C", "C", "C", "C", "C", "C", "N", "C", "C", "N", "C", "C", "C", "O", "O", "H", "H", "H", "H", "H", "H", "H", "H", "H", "H", "H", "H", "H", "H", "H", "H", "H", "H", "Cl", "C", "C", "C", "C", "C", "C", "C", "H", "H", "H", "H", "H", "H", "C", "C", "C", "O", "H", "H", "H", "H", "H", "H", "H"],
  "coordinates": [[-0.1413, -0.7362, -0.4616], [-0.1269, -2.2341, 0.8684], [-0.4343, -3.4425, 0.3532], [0.0063, -4.4909, 1.0800], [-0.3049, -5.7712, 0.7257], [-1.0885, -5.9751, -0.4142], [-1.5106, -4.8956, -1.1453], [-1.1761, -3.5840, -0.7722], [-1.6559, -2.2036, -1.6767], [0.5995, -4.2117, 1.9366], [0.0614, -6.5918, 1.3231], [-1.3521, -6.9769, -0.7244], [-2.1054, -5.0183, -2.0386], [-1.4920, 5.0323, -3.7931], [-0.7994, 3.9582, -4.2552], [-0.5997, 2.9032, -3.4162], [0.1561, 1.8111, -3.8468], [0.3917, 0.6988, -2.9312], [-0.1237, 0.8008, -1.7921], [1.2150, -0.3549, -3.4057], [1.6721, -0.2831, -4.6906], [1.4482, 0.7301, -5.5494], [1.9695, 0.6709, -6.8982], [3.3426, 0.1272, -7.1233], [3.0871, 1.5968, -7.2860], [0.6868, 1.8146, -5.1405], [0.4340, 2.8939, -5.9940], [-0.2941, 3.9891, -5.5632], [-0.4808, 5.0732, -6.4543], [-1.6422, 5.9346, -6.4138], [-1.4044, 7.2391, -5.6600], [-0.1771, 7.9106, -6.2289], [1.0236, 6.9994, -6.2004], [0.6856, 5.7398, -6.9896], [1.7673, -1.5331, -2.6108], [2.6053, -2.2262, -3.1576], [1.3634, -1.7072, -1.3983], [-0.9939, 2.9149, -2.4083], [2.2927, -1.0936, -5.0465], [1.2120, 0.4518, -7.6413], [3.4914, -0.4784, -8.0048], [3.9181, -0.1778, -6.2609], [3.0730, 2.0191, -8.2813], [3.4742, 2.2430, -6.5090], [0.7986, 2.8765, -7.0107], [-2.4908, 5.4197, -5.9729], [-1.9191, 6.1754, -7.4488], [-1.1996, 7.0668, -4.6073], [-2.2385, 7.9305, -5.7671], [0.0189, 8.7686, -5.7130], [-0.3606, 8.1861, -7.1968], [1.2190, 6.7716, -5.1529], [1.8664, 7.5445, -6.6222], [1.5469, 5.0767, -6.9722], [0.5056, 6.0087, -8.0384], [2.1469, 2.9260, -0.9717], [3.1160, 1.4708, -0.7687], [4.3608, 1.4692, -1.3831], [5.1936, 0.3753, -1.2362], [4.7746, -0.6993, -0.4619], [3.5338, -0.6731, 0.1431], [2.6558, 0.4075, 0.0086], [1.3033, 0.3453, 0.6328], [4.6696, 2.3313, -1.9592], [6.1633, 0.3660, -1.7155], [5.4149, -1.5628, -0.3399], [3.1983, -1.5225, 0.7255], [0.9082, 1.3470, 0.8024], [1.3714, -0.1344, 1.6118], [-3.7837, 0.5113, 0.6115], [-2.4489, 0.9387, 0.0268], [-2.1080, 2.3901, 0.3272], [-1.4469, 0.1139, 0.6020], [-4.5877, 1.1538, 0.2469], [-3.7476, 0.5778, 1.6997], [-4.0023, -0.5195, 0.3336], [-2.4677, 0.7889, -1.0601], [-2.0590, 2.5467, 1.4057], [-2.8683, 3.0569, -0.0864], [-1.1352, 2.6476, -0.0972]],
  "mulliken_charge": [2.476, -0.686, 0.318, -0.339, -0.785, -0.113, -0.839, 0.925, -0.590, 0.499, 0.413, 0.393, 0.405, -0.362, 0.540, -0.664, 0.660, 0.639, -0.741, -0.495, -0.714, 0.426, -0.349, -1.049, -0.364, -0.183, -1.266, -0.366, 0.150, -0.918, -0.625, -0.122, -0.763, -0.697, 0.261, -0.767, -0.616, 0.611, 0.828, 0.455, 0.267, 0.363, 0.288, 0.227, 0.883, 0.442, 0.404, 0.447, 0.353, 0.351, 0.376, 0.362, 0.427, 0.403, 0.345, -0.226, 0.884, -0.766, -0.502, -0.727, -0.263, 0.464, -2.117, 0.436, 0.403, 0.390, 0.328, 0.644, 0.589, -1.579, 1.253, -1.289, -0.505, 0.380, 0.351, 0.328, 0.079, 0.396, 0.400, 0.120]
}